Here is an isolated ion of composition C4H8IN2O and charge +1 at a distorted geometry from the Open Molecules 2025 dataset. Energies are from ωB97M-V/def2-TZVPD.

```
! wB97M-V def2-TZVPD RIJCOSX def2/J DEFGRID3
* xyz 1 1
I -4.539 -0.218 0.310
O -2.865 3.064 0.045
N -2.526 0.695 0.193
N -0.220 0.133 0.313
C -1.561 -0.223 -0.195
C -0.068 1.528 0.009
C -2.488 1.959 0.007
C 0.926 -0.863 0.002
H -0.144 0.006 1.379
H 0.606 1.955 0.697
H 0.718 -1.690 0.638
H 1.872 -0.213 0.115
H -1.725 -1.229 0.192
H 0.664 -1.221 -1.023
H 0.187 1.692 -1.022
H -1.433 -0.440 -1.239
*
```

* highest occupied orbital energy (spin up / spin down): -12.588 / -12.558 eV
* frontier orbital gap (spin up / spin down): 6.53 / 6.49 eV

natural (NBO) atomic charge list, values in e, 6 entries: 0.37, -0.39, -0.60, -0.38, -0.05, -0.46